Entry 1:
A 11-piece molecular cluster, C5H35N3O10 overall. Source: the OMol25 dataset; level of theory: ωB97M-V/def2-TZVPD.

```
53
Properties=species:S:1:pos:R:3:forces:R:3
N 0.948 -1.204 -1.914 -0.5 0.3 1.3
C 0.059 -0.133 -2.455 1.0 0.1 0.1
C -1.257 -0.063 -1.690 -0.4 0.0 0.3
N -1.283 0.920 -0.576 -0.2 -0.4 -0.1
C -2.668 1.060 -0.080 0.6 -0.2 0.8
C -0.343 0.492 0.489 0.0 -0.1 -0.4
C -0.599 1.134 1.868 0.9 -0.1 0.1
N 0.482 0.788 2.824 -2.1 -1.1 0.1
H 1.360 -0.961 -0.985 -0.5 -0.1 -1.2
H 1.713 -1.395 -2.521 0.6 0.0 -0.6
H -0.168 -0.358 -3.513 0.2 0.0 0.5
H 0.606 0.846 -2.436 -0.6 -0.6 -0.1
H -1.495 -1.069 -1.305 0.1 0.1 -0.1
H -2.080 0.193 -2.362 0.2 0.1 0.0
H -3.017 0.150 0.465 0.2 0.5 -0.3
H -3.343 1.249 -0.897 -0.1 0.0 -0.4
H -2.703 1.940 0.585 -0.2 -0.5 -0.1
H 0.676 0.739 0.103 -0.5 0.0 0.6
H -0.345 -0.631 0.598 -0.2 0.7 0.0
H -0.677 2.235 1.800 0.2 -0.5 0.1
H -1.540 0.808 2.310 -0.1 -0.1 -0.2
H 0.767 -0.184 2.711 0.0 0.2 0.0
H 1.269 1.342 2.687 1.6 1.1 -0.4
H -0.792 3.932 -1.869 0.8 -1.3 -0.2
H -0.605 2.366 -1.749 0.0 0.6 0.0
O -0.200 3.177 -2.157 -0.8 0.6 0.1
H -1.731 -3.520 -2.227 0.1 -0.2 -0.1
H -2.925 -3.971 -3.085 -0.1 -0.3 -0.1
O -2.532 -3.200 -2.684 -0.2 0.6 0.0
H 4.023 -0.530 1.121 1.2 -0.1 0.2
H 2.881 0.495 1.003 0.4 -1.1 0.0
O 3.102 -0.487 0.933 -1.5 1.2 -0.3
H -1.039 -1.690 2.889 0.5 0.5 0.1
H -2.047 -2.658 3.412 -0.4 -0.5 0.7
O -1.763 -2.241 2.610 -0.3 0.4 -0.5
H 3.661 2.677 1.498 0.0 -0.2 0.1
H 2.406 2.752 0.605 0.1 -0.1 0.1
O 2.877 2.172 1.252 -0.1 0.4 -0.1
H -1.051 -3.442 1.551 -0.2 -0.4 -0.2
H 0.399 -3.545 1.293 0.7 0.0 0.1
O -0.408 -4.045 1.138 -0.6 -0.1 0.0
H -0.411 -4.248 -0.618 0.0 0.1 1.2
H 0.363 -3.438 -1.693 -0.2 0.2 0.2
O -0.277 -4.150 -1.558 0.3 -0.2 -1.5
H 2.476 -3.359 1.066 -0.2 -0.2 0.2
H 2.257 -1.940 1.473 0.1 0.6 0.0
O 1.949 -2.832 1.683 0.3 -0.4 -0.2
H 1.082 3.538 -1.139 -0.4 -0.2 -0.7
H 2.239 4.550 -0.853 -0.1 -0.1 0.0
O 1.673 3.886 -0.441 0.8 0.3 0.5
H 0.025 4.325 0.272 -0.2 0.2 0.0
H -1.054 3.305 0.355 -0.4 -1.6 0.1
O -0.939 4.220 0.211 0.1 1.9 0.2
```
Positions in Å, forces in eV/Å.

Computed properties:
SMILES   CN(CCN)CCN.O.O.O.O.O.O.O.O.O.O
LUMO   -0.044 eV
Relative energy (zero: lowest compared OMol25 entry of this formula, charge and spin)   118.17 kJ/mol
2S+1   1

Löwdin atomic charge list, values in e, 6 entries: 0.003, -0.222, -0.198, -0.244, -0.072, -0.187



Entry 2:
C3H4LiO3 as an isolated structure. Source: the OMol25 dataset; level of theory: ωB97M-V/def2-TZVPD.

```
11
Properties=species:S:1:pos:R:3:forces:R:3
O 1.453 -0.714 -1.541 -0.2 -0.1 -0.5
Li 4.465 -0.065 0.486 0.2 0.1 0.0
O 2.592 0.325 -0.037 0.1 -0.1 0.0
C 1.533 -0.047 -0.471 0.7 0.1 0.3
O 0.382 0.155 0.271 0.0 -0.3 0.2
C -0.789 0.041 -0.248 -0.9 0.8 -0.1
C -1.939 0.039 0.608 0.4 0.2 0.0
H -0.895 0.098 -1.341 0.2 -0.4 0.1
H -2.553 0.896 0.258 -0.1 -0.1 0.1
H -2.553 -0.840 0.345 -0.1 0.0 0.0
H -1.695 0.111 1.670 -0.1 -0.1 -0.2
```
Positions in Å, forces in eV/Å.

Computed properties:
⟨S²⟩   0.756
LUMO (spin up / spin down)   -10.661 / -13.507 eV
Relative energy (zero: lowest compared OMol25 entry of this formula, charge and spin)   0.00 kJ/mol
Total charge   +2
2S+1   2

Löwdin atomic charge list, values in e, 6 entries: 0.409, 0.941, 0.161, -0.549, 0.234, 0.063



Entry 3:
A 2-piece molecular cluster, C8H8N2O5 overall. Source: the OMol25 dataset; level of theory: ωB97M-V/def2-TZVPD.

```
23
Properties=species:S:1:pos:R:3:forces:R:3
C -1.141 -0.903 3.028 -1.6 -2.0 -0.6
C -1.148 -1.834 1.938 3.0 5.0 -0.2
C -0.677 0.348 2.844 1.9 1.7 0.5
C -0.462 -1.416 0.779 -1.6 0.2 0.7
C -0.033 0.743 1.651 -1.0 3.3 0.2
C 0.047 -0.069 0.583 0.5 -3.6 -1.0
C 1.385 -0.488 -2.774 3.3 3.6 -1.8
C 0.700 0.225 -0.737 -3.1 0.2 2.6
N -1.364 1.034 -1.487 1.6 0.1 1.1
N 1.466 1.423 -0.855 -0.3 -0.1 0.4
O -1.570 0.584 -2.566 -0.8 0.1 -0.3
O 1.039 2.422 -0.283 0.6 -0.2 -0.7
O -1.996 1.637 -0.673 -0.3 -0.2 -0.9
O 2.498 1.311 -1.488 0.8 1.0 0.4
O 0.817 -0.778 -1.551 0.1 0.6 0.7
H -1.708 -1.181 3.922 0.5 0.2 -0.1
H -1.589 -2.739 2.061 -1.1 -2.6 0.0
H -0.594 1.058 3.688 -0.6 -0.4 -0.6
H -0.630 -2.083 -0.028 0.7 -0.4 -1.0
H 0.114 1.834 1.372 0.3 -1.5 1.3
H 1.367 0.622 -3.195 -0.9 -2.4 1.1
H 1.004 -1.114 -3.462 -1.7 -2.1 -2.2
H 2.475 -0.635 -2.768 -0.3 -0.3 0.3
```
Positions in Å, forces in eV/Å.

Computed properties:
LUMO (spin up / spin down)   -1.568 / -1.532 eV
Relative energy (zero: lowest compared OMol25 entry of this formula, charge and spin)   816.37 kJ/mol
2S+1   1

Löwdin atomic charge list, values in e, 6 entries: -0.084, -0.029, -0.081, 0.009, -0.046, -0.151



Entry 4:
One molecule with the formula C3HFN2O2. Source: the OMol25 dataset; level of theory: ωB97M-V/def2-TZVPD.

```
9
Properties=species:S:1:pos:R:3:forces:R:3
C 0.766 -0.174 -0.344 -1.0 1.6 0.6
C 0.591 1.216 -1.011 -1.3 -3.6 4.9
C -0.767 -0.788 1.198 4.2 4.3 -3.7
N 0.518 -0.662 1.051 -0.6 -0.4 -0.1
N -0.562 0.265 -0.863 0.0 -0.8 -0.6
O -1.485 -0.110 0.208 -1.2 0.0 0.2
O 0.982 2.175 -1.514 0.0 1.7 -1.0
F -1.416 -1.152 2.217 -0.7 -0.7 0.5
H 1.373 -0.770 -0.943 0.7 -2.0 -0.6
```
Positions in Å, forces in eV/Å.

Computed properties:
SMILES   O=C1[C@H]2N=C(F)ON12
LUMO   -0.441 eV
Relative energy (zero: lowest compared OMol25 entry of this formula, charge and spin)   450.74 kJ/mol
2S+1   1

Löwdin atomic charge list, values in e, 6 entries: -0.143, -0.267, -0.425, 0.171, 0.074, 0.035



Entry 5:
C36H35GeIN4O5Se2Ti as an isolated structure. Source: the OMol25 dataset; level of theory: ωB97M-V/def2-TZVPD.

```
85
Properties=species:S:1:pos:R:3:forces:R:3
Ti -0.198 3.079 -0.633 0.9 0.0 -0.2
N -1.332 1.969 3.300 0.0 0.0 0.0
C -0.523 3.140 3.665 -0.1 0.0 0.0
C 0.296 3.594 2.436 0.0 0.0 0.0
O 1.510 3.527 2.524 0.0 0.1 0.0
N -0.406 3.886 1.296 0.0 -0.3 0.1
C -1.715 4.483 1.471 -0.1 0.1 0.0
C -2.721 3.780 0.582 0.1 -0.1 -0.1
O -3.923 3.844 0.754 0.0 0.0 -0.1
O -2.130 3.126 -0.383 -0.4 0.2 -0.1
H -1.575 1.999 2.312 0.0 0.0 0.1
H -2.202 1.933 3.814 0.0 0.0 0.0
H 0.215 2.869 4.420 0.0 0.0 0.0
H -1.127 3.960 4.071 0.1 0.0 0.0
H -1.687 5.530 1.131 0.0 0.0 0.0
H -2.083 4.500 2.497 0.0 0.0 -0.1
Se 1.653 6.152 0.152 -0.1 0.0 -0.1
Se 2.648 3.493 -2.143 -0.2 -0.1 0.1
C 2.814 2.467 -0.607 -0.1 0.1 -0.1
C 4.045 1.988 -0.106 0.0 0.0 0.1
C 4.068 1.167 0.990 0.0 0.0 0.0
C 2.865 0.797 1.606 0.0 -0.1 -0.1
C 1.706 1.300 1.082 -0.1 0.2 0.1
N 1.669 2.133 0.025 0.1 0.1 0.2
C 0.143 6.250 -0.916 0.2 -0.1 0.1
C -0.357 7.529 -1.294 0.0 0.0 0.0
C -1.507 7.659 -2.015 0.0 0.0 0.0
C -2.198 6.504 -2.410 0.0 0.0 0.0
C -1.663 5.297 -2.062 0.0 -0.1 0.1
N -0.532 5.139 -1.332 -0.1 0.1 0.1
H 4.950 2.289 -0.615 0.0 0.0 0.0
H 5.015 0.805 1.375 0.0 0.0 0.0
H 2.835 0.157 2.477 0.0 0.0 0.0
H 0.744 1.082 1.528 0.0 -0.1 0.0
H 0.208 8.389 -0.963 0.0 0.0 0.0
H -1.878 8.645 -2.275 0.0 0.0 0.0
H -3.114 6.542 -2.983 0.0 0.0 0.0
H -2.162 4.380 -2.339 0.0 0.1 0.0
I -0.304 3.626 -4.556 0.1 0.0 0.0
C -0.413 2.465 -2.752 -0.3 0.0 0.2
H 0.445 1.807 -2.881 0.0 -0.1 0.0
H -1.334 1.887 -2.855 0.0 0.0 0.0
O -1.145 -1.016 -0.253 0.0 0.0 0.2
C -0.445 -0.091 -0.677 0.0 0.2 0.2
O -0.701 1.139 -0.421 0.1 -0.3 -0.2
C 0.765 -0.480 -1.510 0.0 0.0 -0.1
C 1.461 -1.712 -0.936 0.1 -0.1 -0.1
Ge 0.282 -3.154 -0.323 -0.1 0.2 0.0
C 1.474 -4.753 -0.357 0.0 0.0 0.0
C 1.034 -6.021 -0.735 0.0 0.0 0.0
C 1.872 -7.129 -0.671 0.0 0.0 0.0
C 3.178 -6.989 -0.226 0.0 0.0 0.0
C 3.639 -5.734 0.153 0.0 0.0 0.0
C 2.793 -4.635 0.087 0.0 -0.1 0.0
C -0.292 -3.156 1.551 0.1 0.0 0.0
C -0.125 -2.051 2.382 -0.1 -0.1 0.0
C -0.514 -2.086 3.716 0.0 0.0 -0.1
C -1.080 -3.238 4.240 0.0 0.0 0.0
C -1.250 -4.353 3.428 0.0 0.0 0.0
C -0.854 -4.309 2.098 0.0 0.0 0.0
C -1.162 -3.625 -1.551 0.0 -0.1 0.0
C -0.873 -4.194 -2.790 -0.1 0.0 0.0
C -1.888 -4.517 -3.682 0.0 0.0 0.0
C -3.211 -4.285 -3.337 0.0 0.0 0.0
C -3.513 -3.720 -2.104 0.0 0.0 0.0
C -2.495 -3.385 -1.222 -0.1 0.0 0.0
H 1.468 0.344 -1.618 -0.1 0.0 0.0
H 0.377 -0.706 -2.509 0.0 0.0 0.0
H 2.114 -1.432 -0.104 0.0 0.1 0.0
H 2.111 -2.154 -1.697 0.0 0.0 0.0
H 0.018 -6.149 -1.095 0.0 0.0 0.0
H 1.502 -8.103 -0.971 0.0 0.0 0.0
H 3.834 -7.849 -0.176 0.0 0.0 0.0
H 4.657 -5.612 0.502 0.0 0.0 0.0
H 3.172 -3.665 0.392 0.0 0.0 0.0
H 0.287 -1.139 1.981 0.0 0.1 0.0
H -0.397 -1.193 4.319 0.0 0.0 0.0
H -1.394 -3.269 5.277 0.0 0.0 0.0
H -1.694 -5.256 3.830 0.0 0.0 0.0
H -0.986 -5.191 1.478 0.0 0.0 0.0
H 0.158 -4.395 -3.064 0.0 0.0 0.0
H -1.643 -4.946 -4.647 0.0 0.0 0.0
H -4.006 -4.534 -4.030 0.0 0.0 0.0
H -4.543 -3.521 -1.836 0.0 0.0 0.0
H -2.730 -2.904 -0.281 0.0 0.0 0.0
```
Positions in Å, forces in eV/Å.

Computed properties:
LUMO   3.903 eV
Relative energy (zero: lowest compared OMol25 entry of this formula, charge and spin)   252.62 kJ/mol
Total charge   -2
2S+1   1

Löwdin atomic charge list, values in e, 6 entries: 1.040, 0.030, -0.199, -0.537, 0.008, -0.083



Entry 6:
C25H23BrN5O2STi as an isolated structure. Source: the OMol25 dataset; level of theory: ωB97M-V/def2-TZVPD.

```
58
Properties=species:S:1:pos:R:3:forces:R:3
Ti 0.250 -1.021 -0.255 2.7 -0.3 0.8
O -3.000 2.935 0.694 -0.1 0.2 0.2
C -3.825 1.944 0.271 -0.2 -0.3 -0.1
C -5.192 2.206 0.252 0.2 0.1 0.0
C -6.085 1.228 -0.142 0.1 0.0 0.0
C -5.624 -0.014 -0.556 0.0 -0.1 -0.1
C -4.266 -0.278 -0.547 0.0 0.0 0.0
C -3.359 0.684 -0.123 0.4 0.1 0.0
C -1.889 0.354 0.049 -0.4 1.1 0.6
O -1.498 -0.897 -0.378 -2.7 -0.3 -0.6
N -1.034 1.373 -0.594 -0.6 0.8 -0.1
N 0.261 0.871 -0.679 0.3 1.4 -0.4
C 1.200 1.654 -1.173 -0.7 0.6 -0.1
C 2.540 1.250 -1.302 0.9 -0.5 -0.2
Br 2.797 -0.689 -0.964 0.3 0.9 -0.4
C 3.618 1.980 -1.687 -0.5 -0.8 0.3
C 3.596 3.425 -1.817 0.0 0.5 -0.1
C 2.965 4.228 -0.862 0.2 -0.2 -0.1
C 2.980 5.603 -0.988 -0.1 0.1 0.0
C 3.589 6.194 -2.084 0.0 0.0 0.0
C 4.216 5.407 -3.038 0.0 0.1 0.0
C 4.246 4.034 -2.897 -0.2 -0.1 0.2
H -2.074 2.658 0.655 0.0 0.0 -0.2
H -5.528 3.186 0.555 0.0 0.1 0.1
H -7.145 1.434 -0.119 0.0 0.0 -0.1
H -6.324 -0.771 -0.877 0.0 0.0 0.0
H -3.884 -1.243 -0.850 0.0 0.0 0.0
H -1.654 0.433 1.144 -0.2 0.0 -0.6
H -1.397 1.712 -1.490 0.1 -0.3 0.2
H 0.938 2.641 -1.555 0.1 -0.1 0.2
H 4.545 1.474 -1.913 0.1 -0.1 0.0
H 2.512 3.762 0.002 0.0 0.0 0.1
H 2.522 6.213 -0.225 -0.1 0.1 0.1
H 3.577 7.266 -2.190 0.0 0.1 0.0
H 4.689 5.868 -3.890 0.1 0.1 -0.1
H 4.739 3.421 -3.637 0.1 0.0 -0.1
C 0.362 -1.812 4.890 0.0 0.6 0.4
N 0.373 -2.818 3.870 0.0 -0.2 -1.1
C 0.318 -4.162 4.053 0.0 -0.8 -0.5
C 0.335 -4.748 2.836 0.0 -0.2 0.6
N 0.403 -3.751 1.867 -0.1 0.6 1.1
C 0.426 -2.550 2.541 0.2 0.4 0.0
S 0.608 -0.924 2.049 0.1 -0.1 0.4
C 0.396 -3.995 0.493 0.1 0.1 -1.3
C 0.376 -5.299 -0.021 0.1 0.2 0.1
C 0.342 -5.511 -1.380 0.0 0.4 0.0
C 0.317 -4.397 -2.246 0.0 0.0 0.2
C 0.347 -3.153 -1.688 0.0 -0.2 -0.5
N 0.398 -2.918 -0.348 0.1 -3.0 0.6
H 0.351 -2.292 5.864 0.0 0.0 0.0
H -0.525 -1.185 4.780 0.1 0.0 0.1
H 1.248 -1.184 4.797 -0.1 0.0 0.1
H 0.270 -4.602 5.027 0.0 -0.1 0.2
H 0.308 -5.790 2.612 0.0 -0.2 -0.1
H 0.389 -6.150 0.638 0.0 -0.1 0.1
H 0.338 -6.510 -1.784 0.0 -0.1 0.0
H 0.285 -4.527 -3.316 0.0 0.1 0.0
H 0.334 -2.246 -2.322 0.0 -0.4 0.1
```
Positions in Å, forces in eV/Å.

Computed properties:
⟨S²⟩   2.099
LUMO (spin up / spin down)   -2.941 / -3.243 eV
Total charge   +1
2S+1   3

Löwdin atomic charge list, values in e, 6 entries: 0.475, 0.065, -0.272, -0.007, -0.075, -0.085



Entry 7:
One molecule with the formula C4H8N2S. Source: the OMol25 dataset; level of theory: ωB97M-V/def2-TZVPD.

```
15
Properties=species:S:1:pos:R:3:forces:R:3
C -1.824 -0.021 0.049 -0.3 0.3 -0.6
C 0.357 -1.071 0.189 0.3 -1.4 1.4
C 1.777 -0.776 -0.299 -0.7 -0.7 -0.2
C 0.249 1.194 -0.148 -0.8 -1.2 0.0
H -1.893 -0.276 1.086 -0.5 0.0 1.0
H -2.383 -0.737 -0.541 0.0 -0.3 -0.1
H -2.198 0.970 -0.162 -0.3 0.1 0.2
H 0.254 -1.058 1.327 0.5 -0.4 -1.0
H 0.025 -2.062 -0.176 0.0 0.5 0.1
H 1.757 -1.007 -1.380 0.4 0.5 0.4
H 2.542 -1.359 0.188 0.1 -0.2 0.2
H 0.193 2.996 0.204 0.3 0.8 -0.4
N -0.448 -0.011 -0.300 1.7 0.5 -1.2
N -0.395 2.260 -0.139 -0.5 1.4 0.5
S 1.987 0.959 0.102 -0.1 0.0 -0.4
```
Positions in Å, forces in eV/Å.

Computed properties:
SMILES   [H]/N=C1\SCCN1C
LUMO   0.770 eV
Relative energy (zero: lowest compared OMol25 entry of this formula, charge and spin)   90.35 kJ/mol
2S+1   1

Löwdin atomic charge list, values in e, 6 entries: -0.066, -0.282, -0.459, -0.732, 0.082, 0.089



Entry 8:
A 2-piece molecular cluster, C14H25F2N3O4S2 overall. Source: the OMol25 dataset; level of theory: ωB97M-V/def2-TZVPD.

```
50
Properties=species:S:1:pos:R:3:forces:R:3
C -1.116 2.871 -1.640 0.1 -0.2 0.0
C -1.579 1.515 -2.499 -0.5 1.7 0.7
N -2.181 0.573 -1.434 -1.1 2.3 -0.1
N -2.483 -0.677 -2.022 -0.1 -0.4 -2.7
C -1.311 -1.651 -1.983 3.5 -2.1 -0.2
C -0.029 -1.156 -1.090 4.0 1.3 2.5
C -0.072 -0.858 0.556 2.8 0.6 -0.9
C 1.227 -0.372 1.442 0.1 -0.8 -3.9
C 2.719 -0.188 0.748 -3.9 -1.3 -2.5
C 2.813 -0.476 -0.864 -3.0 -0.2 2.4
C 1.486 -0.948 -1.767 -0.1 0.4 2.5
C 1.819 -1.227 -3.368 0.5 -0.7 0.7
C -3.814 -1.245 -1.642 -2.9 -1.3 0.0
C -4.120 -1.614 -0.106 -0.5 -0.2 1.8
C -4.132 -0.324 0.959 -1.2 -0.5 -0.9
C -3.258 -2.833 0.566 0.1 -1.1 0.3
H -1.634 2.876 -0.574 1.2 -0.2 -2.3
H 0.046 2.834 -1.510 -2.3 0.2 -0.1
H -1.451 3.871 -2.168 0.8 -2.2 0.9
H -0.695 1.026 -3.090 -1.8 0.9 1.3
H -2.480 1.867 -3.180 1.9 -1.0 0.8
H -3.148 0.994 -1.288 1.6 -0.6 0.2
H -2.577 -0.423 -3.055 -0.1 -0.9 1.3
H -0.895 -1.781 -3.096 -1.0 0.5 2.5
H -1.635 -2.760 -1.680 0.3 2.8 -0.4
H -1.094 -0.965 1.162 2.5 0.3 -1.6
H 1.075 -0.154 2.599 0.4 -0.6 -2.8
H 3.643 0.132 1.416 -2.2 -0.7 -1.7
H 3.883 -0.340 -1.377 -2.8 -0.4 1.1
H 1.132 -2.083 -3.837 1.3 2.1 1.0
H 2.927 -1.665 -3.445 -2.5 1.1 0.3
H 1.802 -0.241 -4.000 -0.2 -1.9 1.2
H -4.655 -0.481 -2.010 2.0 -1.4 0.8
H -3.990 -2.220 -2.301 0.6 2.1 1.4
H -5.255 -1.992 -0.074 2.5 0.8 -0.5
H -5.015 0.373 0.560 2.1 -1.1 0.9
H -4.517 -0.736 2.001 1.1 0.9 -2.2
H -3.105 0.232 1.017 -2.1 -1.1 0.0
H -3.478 -2.890 1.736 0.4 0.3 -2.6
H -3.561 -3.912 0.153 0.5 2.5 0.7
H -2.099 -2.762 0.448 -2.2 0.1 0.2
N 6.454 1.745 4.248 -0.4 0.3 0.0
S 5.060 1.520 3.563 -3.2 -0.7 -1.6
O 4.524 2.610 2.754 0.9 -1.0 1.3
O 4.078 0.710 4.272 1.3 1.1 -0.3
F 5.493 0.495 2.410 0.8 -0.1 0.1
S 6.361 2.795 5.415 1.2 2.6 3.9
O 7.661 3.286 5.871 -1.4 -1.5 -1.3
O 5.406 2.550 6.489 0.8 -0.4 -1.8
F 5.768 4.099 4.714 -0.1 -0.3 -0.2
```
Positions in Å, forces in eV/Å.

Computed properties:
LUMO   -1.467 eV
2S+1   1

Löwdin atomic charge list, values in e, 6 entries: -0.083, -0.187, -0.047, -0.191, -0.102, -0.108



Entry 9:
A 2-piece molecular cluster, CHClFNO2 overall. Source: the OMol25 dataset; level of theory: ωB97M-V/def2-TZVPD.

```
7
Properties=species:S:1:pos:R:3:forces:R:3
C -0.279 0.154 -0.667 3.4 1.0 3.0
N 0.122 -1.165 -0.029 -0.1 1.1 0.6
O 0.943 -0.998 0.852 -0.5 -1.6 -0.5
O -0.415 -2.180 -0.419 0.4 0.6 0.0
F -0.048 2.598 1.781 0.3 -1.2 -1.7
Cl 0.526 1.389 0.004 -1.8 0.1 0.0
H -0.849 0.202 -1.521 -1.7 0.0 -1.5
```
Positions in Å, forces in eV/Å.

Computed properties:
LUMO (spin up / spin down)   -3.790 / -3.789 eV
Relative energy (zero: lowest compared OMol25 entry of this formula, charge and spin)   444.26 kJ/mol
2S+1   1

Löwdin atomic charge list, values in e, 6 entries: -0.298, -0.432, 0.036, 0.108, -0.573, 1.093



Calculated values (eV) of total energy for the records, taken in order: -30699.294 -9502.967 -21634.140 -12913.991 -272527.773 -141830.771 -18092.806 -54673.490 -21870.214.